Entry 1:
{"formula": "C34H40N4Tl", "method": "the ωB97M-V functional and the def2-TZVPD basis", "elements": ["Tl", "N", "N", "C", "C", "C", "C", "H", "H", "H", "C", "C", "H", "H", "H", "C", "C", "H", "H", "H", "C", "H", "H", "H", "C", "H", "H", "H", "C", "H", "C", "H", "C", "H", "C", "H", "C", "C", "H", "C", "C", "H", "C", "H", "N", "C", "C", "C", "H", "C", "C", "H", "H", "H", "C", "H", "C", "C", "H", "H", "H", "C", "H", "H", "H", "N", "C", "C", "C", "C", "C", "C", "H", "H", "H", "H", "H", "H", "H"], "xyz": [[-1.220, 0.645, 2.743], [-0.133, -1.818, 2.178], [0.534, -2.917, -0.933], [2.061, 1.909, 0.319], [2.749, 0.642, 0.525], [2.671, 0.380, 1.955], [3.066, -0.881, 2.594], [3.861, -1.361, 2.011], [2.210, -1.572, 2.642], [3.430, -0.710, 3.616], [2.074, 1.481, 2.580], [1.874, 1.642, 4.043], [1.768, 2.700, 4.311], [2.736, 1.231, 4.591], [0.981, 1.110, 4.416], [1.680, 2.417, 1.567], [0.943, 3.681, 1.808], [-0.151, 3.535, 1.810], [1.175, 4.409, 1.019], [1.222, 4.123, 2.773], [3.365, -0.136, -0.427], [3.830, -1.078, -0.139], [3.510, 0.255, -1.432], [2.203, -1.739, -1.598], [1.784, 2.513, -0.994], [0.764, 2.275, -1.337], [2.478, 2.124, -1.747], [1.876, 3.608, -0.962], [-0.683, -2.046, 3.402], [-0.304, -1.450, 4.251], [-1.761, -2.921, 3.582], [-2.370, -2.837, 4.483], [-2.005, -3.873, 2.590], [-2.828, -4.584, 2.674], [-1.109, -3.941, 1.528], [-1.125, -4.765, 0.814], [-0.094, -2.955, 1.372], [0.918, -3.195, 0.353], [1.969, -3.010, 0.568], [1.251, -2.196, -1.839], [-0.726, -3.187, -1.532], [-1.466, -3.808, -1.065], [-0.794, -2.447, -2.644], [-1.595, -2.352, -3.354], [0.392, -1.708, -2.762], [0.582, -0.503, -3.495], [1.845, -0.244, -4.046], [2.088, 1.016, -4.609], [3.077, 1.235, -5.020], [1.090, 1.994, -4.670], [1.346, 3.332, -5.303], [1.627, 4.083, -4.551], [0.451, 3.704, -5.816], [2.163, 3.267, -6.029], [-0.149, 1.719, -4.088], [-0.930, 2.484, -4.097], [-0.412, 0.491, -3.465], [-1.691, 0.315, -2.709], [-2.323, -0.477, -3.131], [-2.267, 1.247, -2.767], [-1.529, 0.107, -1.639], [2.943, -1.256, -4.042], [2.582, -2.281, -4.173], [3.550, -1.203, -3.127], [3.624, -1.032, -4.875], [-3.541, -1.049, 0.561], [-4.063, -0.226, 1.537], [-4.332, -0.740, 2.827], [-4.503, 0.140, 3.892], [-4.504, 1.522, 3.673], [-4.355, 2.029, 2.376], [-4.148, 1.166, 1.302], [-3.549, -2.054, 0.693], [-3.546, -0.744, -0.406], [-4.375, -1.825, 2.966], [-4.657, -0.260, 4.897], [-4.663, 2.207, 4.511], [-4.416, 3.105, 2.196], [-4.027, 1.538, 0.278]], "forces_ev_per_a": [[0.6, -0.1, -0.6], [1.7, -1.6, -0.2], [0.3, 0.5, -1.8], [0.4, -0.3, 1.2], [-1.0, 0.8, 1.1], [-0.3, 1.1, -0.6], [0.3, -0.5, 0.3], [0.0, -0.1, 0.2], [0.2, 0.1, 0.0], [0.0, -0.2, -0.1], [0.0, -0.7, -0.8], [0.1, -0.1, 0.4], [0.0, -0.2, 0.1], [-0.2, 0.1, 0.0], [0.1, 0.1, 0.2], [0.3, -0.7, -0.6], [-0.1, 0.3, -0.1], [0.1, 0.2, 0.0], [-0.1, 0.0, 0.2], [-0.1, 0.1, -0.1], [0.3, -0.4, -0.5], [0.1, 0.2, -0.2], [0.0, -0.2, 0.1], [-0.3, 0.1, 0.2], [-0.1, 0.2, -0.4], [0.1, 0.1, -0.1], [-0.1, 0.1, -0.1], [0.0, -0.1, -0.2], [-0.9, 0.6, 0.6], [-0.2, -0.3, -0.4], [0.1, -0.3, 0.0], [0.2, -0.3, -0.1], [-0.8, 0.5, 0.5], [0.2, 0.1, 0.1], [1.0, 0.7, -0.5], [0.1, 0.0, 0.4], [-1.9, -0.8, 0.4], [0.5, -0.1, 0.7], [-0.4, 0.6, -0.1], [-0.4, -0.1, 2.1], [0.9, 0.1, 0.8], [0.1, 0.0, 0.0], [0.4, 1.4, -0.7], [0.1, 0.0, 0.0], [-1.5, -1.3, -1.4], [0.5, 0.3, 0.1], [-0.3, 0.6, -0.1], [-0.5, 0.0, 0.0], [-0.3, -0.1, 0.1], [0.0, -0.4, 0.2], [0.1, 0.2, 0.0], [0.0, -0.2, -0.1], [0.2, -0.1, 0.1], [-0.1, 0.1, 0.1], [0.1, -0.5, -0.1], [0.2, -0.2, 0.1], [0.5, 0.2, -0.2], [-0.7, 0.2, 0.1], [0.1, 0.3, 0.2], [0.1, -0.1, 0.0], [0.1, -0.1, -0.3], [0.7, -0.2, -0.4], [0.0, 0.2, 0.1], [-0.2, -0.1, -0.2], [-0.1, -0.1, 0.2], [-0.4, -0.4, -0.6], [0.3, 0.2, 0.2], [0.0, 0.3, -0.2], [-0.3, 0.1, -0.4], [-0.1, 0.2, 0.2], [-0.3, -0.3, 0.0], [-0.1, -0.3, 0.3], [0.1, 0.3, 0.1], [0.0, 0.0, 0.5], [0.2, 0.4, 0.0], [0.1, 0.2, -0.3], [0.1, -0.3, -0.3], [0.1, -0.3, 0.1], [0.1, -0.1, 0.4]], "gap_ha": [0.131, 0.130], "e_tot_ev": -46555.876, "charge": -1, "lumo_ev": [2.38, 2.41]}

Entry 2:
{"formula": "C34H40NO2Si", "method": "the ωB97M-V functional and the def2-TZVPD basis", "elements": ["C", "Si", "C", "C", "O", "C", "C", "C", "C", "C", "C", "C", "C", "C", "C", "C", "C", "C", "C", "C", "C", "C", "N", "H", "H", "H", "H", "H", "H", "H", "H", "H", "H", "H", "H", "H", "H", "H", "H", "H", "H", "H", "H", "H", "H", "H", "H", "H", "H", "H", "C", "O", "C", "C", "C", "C", "C", "C", "C", "C", "C", "C", "C", "C", "C", "H", "H", "H", "H", "H", "H", "H", "H", "H", "H", "H", "H", "H"], "xyz": [[0.901, 2.559, -1.188], [-0.239, 3.136, 0.163], [0.506, 4.522, 1.110], [-1.910, 3.486, -0.624], [-0.321, 1.772, 1.069], [-0.715, 1.049, 2.207], [0.488, 0.733, 3.076], [1.746, 0.699, 2.487], [2.865, 0.527, 3.301], [2.717, 0.461, 4.689], [1.444, 0.371, 5.267], [0.318, 0.475, 4.446], [-1.714, 1.916, 2.958], [-1.272, 2.797, 3.949], [-2.154, 3.702, 4.537], [-3.368, 3.952, 3.897], [-3.781, 3.140, 2.833], [-3.007, 2.036, 2.456], [-1.294, -0.322, 1.778], [-0.503, -1.648, 1.997], [-1.182, -2.624, 1.008], [-2.184, -1.772, 0.213], [-1.662, -0.416, 0.403], [0.918, 3.204, -2.077], [1.930, 2.410, -0.833], [0.493, 1.581, -1.473], [0.925, 5.257, 0.410], [-0.230, 5.016, 1.750], [1.319, 4.130, 1.731], [-1.773, 4.130, -1.512], [-2.417, 2.565, -0.962], [-2.582, 4.012, 0.071], [1.838, 0.857, 1.412], [3.844, 0.452, 2.830], [3.598, 0.446, 5.333], [1.315, 0.268, 6.350], [-0.690, 0.463, 4.874], [-0.247, 2.774, 4.306], [-1.862, 4.234, 5.446], [-3.998, 4.775, 4.229], [-4.687, 3.369, 2.264], [-3.385, 1.292, 1.755], [-2.187, -0.455, 2.418], [0.577, -1.539, 1.828], [-0.633, -1.928, 3.054], [-0.451, -3.072, 0.322], [-1.696, -3.407, 1.572], [-2.254, -2.025, -0.852], [-3.174, -1.868, 0.711], [-2.241, 0.349, 0.042], [3.401, -6.394, -4.380], [4.025, -5.364, -3.562], [3.332, -4.230, -3.283], [3.629, -3.534, -2.079], [2.672, -2.731, -1.507], [1.470, -2.398, -2.207], [0.592, -1.369, -1.773], [-0.192, -0.689, -2.784], [0.300, 0.466, -3.469], [-0.439, 1.010, -4.516], [-1.544, 0.328, -5.043], [-2.043, -0.801, -4.373], [-1.399, -1.286, -3.235], [1.265, -3.043, -3.473], [2.209, -3.850, -4.052], [4.019, -7.276, -4.205], [2.360, -6.606, -4.089], [3.435, -6.111, -5.441], [4.579, -3.718, -1.581], [2.851, -2.267, -0.531], [0.694, -0.915, -0.788], [1.267, 0.906, -3.180], [-0.131, 1.956, -4.961], [-2.006, 0.662, -5.967], [-2.927, -1.319, -4.751], [-1.746, -2.198, -2.722], [0.361, -2.808, -4.031], [2.035, -4.265, -5.044]], "forces_ev_per_a": [[0.2, -0.1, -0.1], [-0.4, -0.4, -0.2], [0.0, 0.4, 0.0], [-0.1, 0.3, 0.0], [0.3, -0.8, 0.0], [0.4, -0.1, 0.2], [0.0, 0.3, 0.2], [0.1, 0.1, 0.6], [-0.1, 0.0, 0.1], [0.0, -0.4, 0.1], [-0.1, 0.1, -0.4], [0.5, 0.0, -0.1], [0.2, 0.5, -0.1], [-0.3, 0.1, 0.3], [0.0, 0.1, -0.5], [-0.2, -0.2, 0.0], [0.1, -0.2, 0.0], [-0.1, 0.6, 0.3], [-0.7, -0.6, 0.6], [-0.1, 0.6, 0.3], [0.2, 0.0, 0.1], [-0.4, 0.5, 0.7], [0.0, 0.1, -1.5], [0.0, -0.1, 0.2], [-0.2, 0.1, 0.0], [0.1, 0.4, 0.2], [-0.1, 0.0, 0.2], [0.1, 0.0, 0.0], [-0.1, 0.1, 0.0], [-0.1, -0.2, 0.3], [0.2, 0.3, 0.1], [0.1, -0.2, -0.2], [0.0, 0.0, 0.3], [-0.1, 0.2, 0.3], [-0.2, -0.1, -0.2], [0.2, 0.0, -0.4], [0.5, -0.1, -0.1], [-0.3, -0.1, -0.1], [-0.1, 0.1, -0.5], [0.1, -0.2, 0.0], [0.1, -0.2, 0.5], [0.0, 0.4, -0.1], [0.0, 0.0, 0.0], [-0.3, 0.0, -0.1], [0.2, -0.2, -0.4], [-0.1, -0.1, 0.3], [0.2, -0.1, -0.4], [-0.2, 0.0, 0.5], [0.2, -0.1, -0.5], [0.2, -0.5, 0.3], [0.2, 0.1, -0.3], [-0.8, 1.6, 0.5], [0.0, -1.7, 0.0], [0.0, 0.0, 0.3], [0.5, 0.2, 0.2], [-1.2, 0.3, 0.5], [2.5, -0.8, -0.8], [-1.6, 0.5, -1.6], [-0.1, -0.8, 0.7], [-0.1, -0.4, -0.3], [0.0, -0.2, 0.7], [0.2, 0.2, -0.1], [0.7, 0.1, 0.1], [0.4, 0.7, -0.8], [-0.7, -0.1, 0.3], [-0.1, 0.2, -0.1], [0.4, 0.3, 0.1], [0.1, -0.1, 0.3], [-0.3, -0.1, 0.0], [0.0, -0.2, -0.3], [0.0, -0.1, 0.1], [-0.7, -0.3, -0.2], [0.1, -0.4, 0.0], [-0.1, 0.1, 0.3], [0.3, 0.2, 0.1], [0.0, 0.6, -0.4], [0.2, -0.1, 0.1], [0.0, 0.0, 0.4]], "gap_ha": 0.198, "e_tot_ev": -49362.999, "charge": 1, "lumo_ev": -5.35}